P | This record from OMol25 describes 2 unconnected molecules or ions with the total composition C3H12N2. The level of theory is ωB97M-V with the def2-TZVPD basis set.

lowest unoccupied orbital energy: 1.079 eV
Kohn-Sham gap: 9.21 eV
total charge: 0

Geometry as XYZ:
```
17
C3H12N2 ωB97M-V with the def2-TZVPD basis set
C -1.252 -0.254 2.143
N -2.228 -0.349 1.056
H -0.519 0.526 1.934
H -1.731 -0.022 3.102
H -0.751 -1.214 2.213
H -2.841 -1.139 1.183
H -2.777 0.487 0.922
C 0.708 -0.466 -2.186
N 0.745 0.664 -1.269
C 1.909 0.766 -0.422
H 0.377 -1.397 -1.710
H 1.713 -0.611 -2.569
H 0.044 -0.235 -3.014
H -0.125 0.838 -0.784
H 2.759 0.308 -0.919
H 2.186 1.809 -0.239
H 1.781 0.287 0.558
```



Q | This record from OMol25 describes 2 unconnected molecules or ions with the total composition C3H12N2. The level of theory is ωB97M-V with the def2-TZVPD basis set.

lowest unoccupied orbital energy: 1.091 eV
Kohn-Sham gap: 9.76 eV
total charge: 0

Geometry as XYZ:
```
17
C3H12N2 ωB97M-V with the def2-TZVPD basis set
C -1.009 -0.828 2.279
N -2.221 -1.205 1.577
H -0.932 0.274 2.232
H -0.968 -1.179 3.315
H -0.036 -1.167 1.864
H -2.374 -2.205 1.630
H -3.072 -0.916 2.111
C 0.125 0.163 -0.947
N 1.206 1.168 -0.941
C 1.816 1.297 -2.287
H 0.356 -0.873 -0.568
H -0.152 0.058 -1.990
H -0.724 0.473 -0.357
H 1.963 0.884 -0.312
H 1.089 1.765 -2.921
H 2.679 1.946 -2.072
H 2.256 0.345 -2.614
```



Energies relative to the most stable structure, in eV: P 0.000; Q 0.380.



P | This record from OMol25 describes 2 unconnected molecules or ions with the total composition C3H3ClO2. The level of theory is ωB97M-V with the def2-TZVPD basis set.

lowest unoccupied orbital energy: 0.250 eV
Kohn-Sham gap: 9.77 eV
total charge: 0

Geometry as XYZ:
```
9
C3H3ClO2 ωB97M-V with the def2-TZVPD basis set
C -0.048 0.210 1.254
C 0.156 1.501 1.390
C -0.262 -0.891 -1.530
O 0.524 2.611 1.403
O -0.676 0.069 -2.106
Cl 1.499 -1.135 -1.453
H -1.022 -0.045 0.761
H 0.586 -0.741 1.307
H -0.754 -1.579 -1.026
```



Q | This record from OMol25 describes C3H3ClO2 in the gas phase. The level of theory is ωB97M-V with the def2-TZVPD basis set.

lowest unoccupied orbital energy: 0.323 eV
Kohn-Sham gap: 9.47 eV
total charge: 0

Geometry as XYZ:
```
9
C3H3ClO2 ωB97M-V with the def2-TZVPD basis set
C 1.508 -0.930 -0.056
C -0.212 -0.495 -0.366
C -0.875 0.652 0.403
O 2.598 -0.705 -0.498
O 0.503 -1.489 0.461
Cl -0.089 2.335 -0.154
H -0.820 -0.883 -1.202
H -0.785 0.666 1.419
H -1.828 0.848 -0.007
```



Energies relative to the most stable structure, in eV: P 0.000; Q 1.312.



P | This record from OMol25 describes a gas-phase ion, C4H11N2O2 (charge +1). The level of theory is ωB97M-V with the def2-TZVPD basis set.

lowest unoccupied orbital energy: -3.236 eV
Kohn-Sham gap: 11.46 eV
total charge: +1

Geometry as XYZ:
```
19
C4H11N2O2 ωB97M-V with the def2-TZVPD basis set
N 0.222 1.537 -0.790
C 0.560 0.261 -0.086
C -0.668 -0.670 -0.133
C -0.742 -1.449 -1.448
O -1.788 0.235 -0.036
C 1.071 0.730 1.294
N 1.177 -0.201 2.247
O 1.360 1.906 1.405
H -0.486 1.380 -1.507
H 1.082 1.914 -1.175
H -0.042 2.228 -0.086
H 1.380 -0.189 -0.638
H -0.753 -1.307 0.745
H -1.027 -2.483 -1.297
H 0.169 -1.515 -2.034
H -1.543 -1.008 -2.050
H -2.520 -0.209 0.410
H 0.871 -1.142 2.083
H 1.678 -0.018 3.097
```



Q | This record from OMol25 describes 2 unconnected molecules or ions with the total composition C4H11N2O2. The level of theory is ωB97M-V with the def2-TZVPD basis set.

lowest unoccupied orbital energy: -4.092 eV
Kohn-Sham gap: 9.25 eV
total charge: +1

Geometry as XYZ:
```
19
C4H11N2O2 ωB97M-V with the def2-TZVPD basis set
C 0.249 0.371 -3.047
C -0.657 1.124 -2.130
C -1.781 0.625 -1.643
N -2.622 1.449 -0.737
H -0.120 -0.632 -3.240
H 0.338 0.904 -3.992
H 1.242 0.315 -2.599
H -0.352 2.128 -1.844
H -2.167 -0.365 -1.827
H -2.287 2.415 -0.742
H -3.607 1.481 -1.021
H -2.587 1.096 0.220
N 0.181 -0.337 1.757
C 1.341 -1.111 1.902
O 2.397 -0.419 2.382
O 1.395 -2.275 1.676
H -0.518 -0.897 1.299
H 0.355 0.516 1.252
H 2.083 0.414 2.768
```



Energies relative to the most stable structure, in eV: P 0.000; Q 1.019.



P | This record from OMol25 describes 2 unconnected molecules or ions with the total composition C6H15NO2. The level of theory is ωB97M-V with the def2-TZVPD basis set.

lowest unoccupied orbital energy: 0.784 eV
Kohn-Sham gap: 10.50 eV
total charge: 0

Geometry as XYZ:
```
24
C6H15NO2 ωB97M-V with the def2-TZVPD basis set
C -2.003 0.475 -0.328
C -2.210 1.239 -1.633
C -0.524 0.324 0.112
N 0.435 0.746 -0.816
C 1.970 -1.229 -0.481
C 1.844 0.301 -0.583
C 2.420 1.058 0.650
O -0.314 -0.132 1.208
H -2.485 -0.490 -0.282
H -2.544 0.956 0.490
H -3.279 1.366 -1.805
H -1.710 2.215 -1.570
H -1.766 0.822 -2.535
H 0.158 0.824 -1.777
H 1.784 -1.644 -1.487
H 2.865 -1.463 0.068
H 1.234 -1.655 0.217
H 2.388 0.580 -1.521
H 2.137 2.093 0.665
H 3.504 1.112 0.466
H 2.211 0.397 1.477
H -0.481 -2.268 1.908
H -1.645 -1.446 1.998
O -1.418 -2.329 1.690
```



Q | This record from OMol25 describes C6H15NO2 in the gas phase. The level of theory is ωB97M-V with the def2-TZVPD basis set.

lowest unoccupied orbital energy: 0.871 eV
Kohn-Sham gap: 10.03 eV
total charge: 0

Geometry as XYZ:
```
24
C6H15NO2 ωB97M-V with the def2-TZVPD basis set
C 0.417 0.145 1.392
C 0.773 -1.419 -0.754
C -0.423 1.333 0.872
C 0.195 -1.261 0.642
C -0.221 -1.274 -1.892
C -1.903 0.991 0.681
N 0.208 1.985 -0.260
O 1.768 0.480 1.385
O 1.891 -0.411 -1.019
H 1.932 0.919 0.463
H 2.556 -0.538 -0.328
H 0.104 -0.064 2.427
H 1.254 -2.407 -0.829
H -0.376 2.073 1.688
H 0.667 1.384 -0.938
H -0.436 2.488 -0.861
H -0.873 -1.470 0.639
H 0.690 -1.968 1.308
H -1.013 -2.016 -1.783
H -0.685 -0.290 -1.902
H 0.289 -1.439 -2.838
H -2.044 0.306 -0.149
H -2.310 0.553 1.591
H -2.461 1.900 0.463
```



R | This record from OMol25 describes 3 unconnected molecules or ions with the total composition C6H15NO2. The level of theory is ωB97M-V with the def2-TZVPD basis set.

lowest unoccupied orbital energy (spin up / spin down): 0.695 / 0.683 eV
Kohn-Sham gap (spin up / spin down): 7.05 / 6.97 eV
total charge: 0

Geometry as XYZ:
```
24
C6H15NO2 ωB97M-V with the def2-TZVPD basis set
C -1.179 0.934 0.052
C -0.027 -1.054 0.338
C 1.084 -0.258 0.143
C -0.716 -1.904 -0.680
C 1.527 0.201 -1.215
C 1.732 0.421 1.312
N -2.232 0.658 0.970
O -1.665 0.953 -1.265
O -0.611 2.199 0.286
H -2.260 0.201 -1.360
H -0.303 2.553 -0.558
H -0.273 -1.277 1.370
H 1.674 -1.889 0.341
H -2.879 1.449 1.030
H -1.873 0.476 1.897
H -0.527 -1.572 -1.698
H -0.360 -2.932 -0.583
H -1.791 -1.903 -0.489
H 1.429 1.470 1.328
H 2.344 -0.442 -1.551
H 1.894 1.226 -1.170
H 0.733 0.156 -1.958
H 1.462 -0.048 2.257
H 2.817 0.384 1.204
```



Energies relative to the most stable structure, in eV: P 0.000; Q 0.655; R 4.916.



P | This record from OMol25 describes a molecular structure, C6H15NO2. The level of theory is ωB97M-V with the def2-TZVPD basis set.

lowest unoccupied orbital energy: 0.733 eV
Kohn-Sham gap: 8.45 eV
total charge: 0

Geometry as XYZ:
```
24
C6H15NO2 ωB97M-V with the def2-TZVPD basis set
C -0.343 0.340 -0.464
C 0.846 -1.820 0.400
C -0.295 -0.294 0.825
C 0.868 1.117 -0.929
C -0.999 -0.446 -1.576
C -1.687 1.716 0.031
N 0.355 0.298 1.938
O 1.755 -1.775 -0.644
O 1.480 -2.136 1.586
H 2.662 -1.883 -0.332
H 1.348 -1.390 2.201
H 0.099 -2.589 0.167
H -1.221 -0.785 1.118
H -0.297 0.719 2.588
H 1.094 0.946 1.694
H 1.545 0.480 -1.497
H 1.441 1.576 -0.124
H 0.558 1.918 -1.600
H -0.284 -1.104 -2.069
H -1.358 0.237 -2.346
H -1.839 -1.034 -1.207
H -2.594 1.272 0.436
H -1.900 2.207 -0.916
H -1.235 2.431 0.718
```



Q | This record from OMol25 describes 3 unconnected molecules or ions with the total composition C6H15NO2. The level of theory is ωB97M-V with the def2-TZVPD basis set.

lowest unoccupied orbital energy (spin up / spin down): 0.871 / 0.871 eV
Kohn-Sham gap (spin up / spin down): 8.34 / 8.34 eV
total charge: 0

Geometry as XYZ:
```
24
C6H15NO2 ωB97M-V with the def2-TZVPD basis set
C -1.364 -0.388 0.585
C -1.136 -1.607 -0.262
C -1.815 0.837 -0.028
C 0.651 -0.010 1.529
O -1.951 -0.629 1.804
H -1.471 -1.334 2.265
H -2.092 -2.065 -0.539
H -0.559 -2.364 0.278
H -0.602 -1.334 -1.169
H -1.937 0.785 -1.107
H -2.687 1.273 0.453
H -0.948 1.653 -0.003
H 1.703 0.231 1.589
H 0.619 -1.079 1.737
H 0.105 0.650 2.195
C 2.158 -0.742 -1.407
C 0.594 2.222 -0.529
O 1.199 0.301 -1.478
N 1.353 1.157 -0.372
H 3.174 -0.342 -1.373
H 2.016 -1.340 -2.308
H 1.989 -1.372 -0.529
H 0.226 2.481 -1.515
H 0.773 3.016 0.183
```



Energies relative to the most stable structure, in eV: P 0.000; Q 4.125.



P | This record from OMol25 describes 2 unconnected molecules or ions with the total composition C2H6NO2. The level of theory is ωB97M-V with the def2-TZVPD basis set.

lowest unoccupied orbital energy: -5.057 eV
Kohn-Sham gap: 10.76 eV
total charge: +1

Geometry as XYZ:
```
11
C2H6NO2 ωB97M-V with the def2-TZVPD basis set
C 1.265 -1.075 1.970
N 0.619 -1.130 0.880
H 1.632 -0.063 2.353
H 1.973 -1.921 2.182
H 0.145 -0.258 0.420
H 0.321 -2.035 0.468
O -0.316 0.224 -0.919
C -0.937 0.979 -1.666
O -1.540 2.089 -1.231
H -0.742 1.012 -2.799
H -2.419 2.178 -1.659
```



Q | This record from OMol25 describes 2 unconnected molecules or ions with the total composition C2H6NO2. The level of theory is ωB97M-V with the def2-TZVPD basis set.

lowest unoccupied orbital energy: -5.447 eV
Kohn-Sham gap: 10.11 eV
total charge: +1

Geometry as XYZ:
```
11
C2H6NO2 ωB97M-V with the def2-TZVPD basis set
C 0.690 -1.958 1.468
N -0.205 -1.190 0.947
H 0.746 -2.137 2.600
H 1.562 -2.255 0.912
H -0.112 -0.767 -0.019
H -1.098 -1.135 1.298
O -0.759 0.196 -1.247
C -0.443 1.349 -1.023
O 0.627 1.520 -0.317
H -1.032 2.220 -1.489
H 0.940 2.331 -0.094
```



Energies relative to the most stable structure, in eV: P 0.182; Q 0.000.